[1]
8
Properties=species:S:1:pos:R:3 method="wB97M-V/def2-TZVPD" homo_lumo_gap_ev="8.211 / 8.211" total_charge=-1 homo_ha="-0.13762 / -0.13760" e_lumo_ev="4.47 / 4.47" spin_multiplicity=1 e_above_lowest_kcal_mol=122.65
C -1.238 -0.005 -0.173
N 0.617 0.817 -0.608
N 1.390 0.128 0.109
O 2.602 0.412 -0.110
O 1.004 -0.700 0.980
H -1.430 0.029 0.907
H -0.815 -0.978 -0.315
H -2.130 0.298 -0.791


[2]
8
Properties=species:S:1:pos:R:3 method="wB97M-V/def2-TZVPD" homo_lumo_gap_ev=8.255 total_charge=-1 homo_ha=-0.13310 e_lumo_ev=4.63 spin_multiplicity=1 e_above_lowest_kcal_mol=79.50 smiles="CN=[N+]([O-])[O-]"
C 1.093 0.105 0.077
N -0.294 0.647 0.438
N -1.245 -0.048 -0.021
O -2.350 0.463 0.035
O -1.153 -1.178 -0.675
H 1.151 -0.877 0.695
H 1.704 0.855 0.505
H 1.096 0.033 -1.054


[3]
8
Properties=species:S:1:pos:R:3 method="wB97M-V/def2-TZVPD" homo_lumo_gap_ev=9.042 total_charge=+1 homo_ha=-0.59678 e_lumo_ev=-7.20 spin_multiplicity=1 e_above_lowest_kcal_mol=12.81
C 0.347 -0.150 -0.103
N -2.232 -0.478 -0.115
N 1.581 0.208 0.078
O -3.179 0.044 0.093
O -0.592 0.644 -0.315
H 0.081 -1.143 -0.057
H 2.250 -0.467 0.319
H 1.744 1.344 0.101


[4]
9
Properties=species:S:1:pos:R:3 method="wB97M-V/def2-TZVPD" homo_lumo_gap_ev="7.391 / 7.389" total_charge=-1 homo_ha="-0.12961 / -0.12951" e_lumo_ev="3.86 / 3.86" spin_multiplicity=1 e_above_lowest_kcal_mol=106.89
C -0.344 -0.115 0.309
N 1.250 1.096 -0.725
N 0.316 0.197 -0.766
O -2.088 1.244 2.254
O -1.367 2.540 0.385
S -2.009 1.334 0.825
H -0.138 -0.088 1.410
H -1.297 -1.504 0.225
H 1.440 1.461 -1.712


Copy entry 4 word for word.
9
Properties=species:S:1:pos:R:3 method="wB97M-V/def2-TZVPD" homo_lumo_gap_ev="7.391 / 7.389" total_charge=-1 homo_ha="-0.12961 / -0.12951" e_lumo_ev="3.86 / 3.86" spin_multiplicity=1 e_above_lowest_kcal_mol=106.89
C -0.344 -0.115 0.309
N 1.250 1.096 -0.725
N 0.316 0.197 -0.766
O -2.088 1.244 2.254
O -1.367 2.540 0.385
S -2.009 1.334 0.825
H -0.138 -0.088 1.410
H -1.297 -1.504 0.225
H 1.440 1.461 -1.712